No. 1
DFT (the ωB97M-V functional and the def2-TZVPD basis) results for a single C21H34N4OS molecule.

Last columns: bonded neighbours and bond lengths (Å).
Element x y z (Å)
1 C -3.57 -1.34 3.23  H2 1.087, H3 1.087, H4 1.085, S5 1.814
2 H -4.43 -0.95 3.77  C1 1.087
3 H -3.84 -2.24 2.68  C1 1.087
4 H -2.76 -1.56 3.91  C1 1.085
5 S -2.95 -0.09 2.07  C1 1.814, C6 1.828
6 C -4.44 0.06 1.02  S5 1.828, H7 1.091, H8 1.090, C9 1.538
7 H -5.27 0.28 1.70  C6 1.091
8 H -4.63 -0.91 0.55  C6 1.090
9 C -4.35 1.18 -0.02  C6 1.538, N10 1.444, C57 1.539, H61 1.096
10 N -3.51 0.97 -1.18  C9 1.444, C11 1.443, C49 1.443
11 C -3.53 -0.31 -1.85  N10 1.443, C12 1.536, H55 1.091, H56 1.098
12 C -2.43 -1.28 -1.38  C11 1.536, H13 1.088, H14 1.091, C15 1.531
13 H -2.58 -1.53 -0.33  C12 1.088
14 H -2.47 -2.20 -1.97  C12 1.091
15 C -1.06 -0.61 -1.56  C12 1.531, N16 1.456, C48 1.536, H54 1.099
16 N 0.01 -1.54 -1.26  C15 1.456, C17 1.451, C40 1.452
17 C 1.28 -1.19 -1.87  N16 1.451, C18 1.530, H46 1.094, H47 1.103
18 C 2.25 -2.37 -1.77  C17 1.530, H19 1.092, H20 1.092, C21 1.528
19 H 3.19 -2.13 -2.28  C18 1.092
20 H 1.80 -3.21 -2.30  C18 1.092
21 C 2.47 -2.79 -0.32  C18 1.528, C22 1.529, C39 1.533, H45 1.097
22 C 3.22 -1.82 0.58  C21 1.529, O23 1.216, N24 1.354
23 O 3.23 -1.95 1.79  C22 1.216
24 N 3.94 -0.85 -0.03  C22 1.354, H25 1.007, C26 1.442
25 H 3.79 -0.65 -1.01  N24 1.007
26 C 4.47 0.26 0.73  N24 1.442, C27 1.509, H37 1.098, H38 1.094
27 C 3.71 1.53 0.44  C26 1.509, N28 1.327, C32 1.392
28 N 3.06 1.58 -0.72  C27 1.327, C29 1.323
29 C 2.37 2.67 -1.02  N28 1.323, C30 1.384, H36 1.083
30 C 2.29 3.77 -0.19  C29 1.384, C31 1.387, H35 1.078
31 C 2.97 3.73 1.02  C30 1.387, C32 1.384, H34 1.080
32 C 3.70 2.59 1.34  C27 1.392, C31 1.384, H33 1.079
33 H 4.24 2.52 2.27  C32 1.079
34 H 2.94 4.57 1.70  C31 1.080
35 H 1.71 4.64 -0.47  C30 1.078
36 H 1.87 2.65 -1.98  C29 1.083
37 H 5.53 0.41 0.47  C26 1.098
38 H 4.40 0.00 1.78  C26 1.094
39 C 1.10 -3.06 0.31  C21 1.533, C40 1.526, H43 1.090, H44 1.091
40 C 0.21 -1.83 0.15  N16 1.452, C39 1.526, H41 1.090, H42 1.104
41 H -0.75 -2.02 0.62  C40 1.090
42 H 0.69 -0.99 0.68  C40 1.104
43 H 1.22 -3.29 1.36  C39 1.090
44 H 0.63 -3.91 -0.19  C39 1.091
45 H 3.06 -3.72 -0.30  C21 1.097
46 H 1.10 -0.96 -2.93  C17 1.094
47 H 1.72 -0.29 -1.40  C17 1.103
48 C -1.05 0.70 -0.76  C15 1.536, C49 1.533, H52 1.089, H53 1.092
49 C -2.21 1.59 -1.24  N10 1.443, C48 1.533, H50 1.092, H51 1.099
50 H -2.23 2.52 -0.66  C49 1.092
51 H -2.03 1.85 -2.29  C49 1.099
52 H -1.18 0.49 0.30  C48 1.089
53 H -0.11 1.23 -0.90  C48 1.092
54 H -0.96 -0.36 -2.62  C15 1.099
55 H -4.51 -0.77 -1.72  C11 1.091
56 H -3.39 -0.12 -2.92  C11 1.098
57 C -5.78 1.49 -0.51  C9 1.539, H58 1.087, H59 1.086, H60 1.087
58 H -6.24 0.60 -0.93  C57 1.087
59 H -5.73 2.25 -1.29  C57 1.086
60 H -6.39 1.85 0.30  C57 1.087
61 H -3.97 2.07 0.48  C9 1.096

* SMILES string: CSC[C@H](C)N1CCC(N2CCC(C(=O)NCc3ccccn3)CC2)CC1
* E_HOMO: -7.89 eV
* net charge: 0
* HOMO-LUMO gap: 8.624 eV
* maximum force: 0.576 eV Å⁻¹

***

No. 2
DFT (the ωB97M-V functional and the def2-TZVPD basis) results for a single C6H10N2O molecule.

Last columns: bonded neighbours and bond lengths (Å).
Element x y z (Å)
1 C 2.38 -0.35 -0.29  C2 1.452, H7 1.264, H8 1.261, H9 1.147
2 C 0.97 -0.06 -0.09  C1 1.452, C3 1.603, C6 1.418, N18 1.416
3 C 0.08 0.95 -0.97  C2 1.603, C4 1.499, H10 1.056, H11 0.978
4 C -1.31 0.64 -0.52  C3 1.499, C5 1.413, H12 1.226, O19 1.628
5 C -1.32 -0.76 -0.32  C4 1.413, N17 1.343, N18 1.515
6 C 0.63 -0.39 1.25  C2 1.418, H15 1.086, H16 1.027, N18 1.520
7 H 3.09 -0.20 -1.33  C1 1.264
8 H 3.03 0.33 0.54  C1 1.261
9 H 2.43 -1.39 0.19  C1 1.147
10 H 0.30 0.84 -2.00  C3 1.056
11 H 0.23 1.79 -0.49  C3 0.978
12 H -2.14 1.27 -1.16  C4 1.226
13 H -2.44 0.61 1.54  O19 1.104
14 H -3.42 -1.11 -0.78  N17 1.119
15 H 1.35 -0.89 1.89  C6 1.086
16 H 0.06 0.31 1.74  C6 1.027
17 N -2.47 -1.45 -0.30  C5 1.343, H14 1.119
18 N 0.10 -1.16 0.05  C2 1.416, C5 1.515, C6 1.520
19 O -1.55 1.04 1.04  C4 1.628, H13 1.104

* SMILES string: [H]/N=C1\[C@@H](O)C[C@@]2(C)CN12
* E_HOMO: -9.40 eV
* net charge: 0
* HOMO-LUMO gap: 10.002 eV
* maximum force: 5.829 eV Å⁻¹

***

No. 3
DFT (the ωB97M-V functional and the def2-TZVPD basis) results for 4 unconnected molecules or ions with the total composition C29H29FIN2O14S.

Last columns: bonded neighbours and bond lengths (Å).
Element x y z (Å)
1 C 0.48 7.88 2.72  C2 1.538, H19 1.093, H20 1.092, H21 1.091
2 C -0.21 6.52 2.90  C1 1.538, C3 1.567, H22 1.090, H23 1.095
3 C 0.82 5.44 3.40  C2 1.567, C4 1.503, H24 1.092, H25 1.089
4 C 1.43 4.77 2.20  C3 1.503, C5 1.382, N17 1.358
5 C 0.65 3.86 1.51  C4 1.382, C6 1.526, C7 1.373
6 C -0.79 3.52 1.87  C5 1.526, H26 1.098, H27 1.085, H28 1.089
7 C 1.16 3.20 0.42  C5 1.373, C8 1.374, H29 1.084
8 C 2.44 3.48 0.00  C7 1.374, S9 1.771, C13 1.367
9 S 3.06 2.64 -1.43  C8 1.771, O10 1.411, O11 1.412, F12 1.554
10 O 2.03 1.79 -1.87  S9 1.411
11 O 4.28 2.01 -1.10  S9 1.412
12 F 3.28 3.71 -2.54  S9 1.554
13 C 3.19 4.41 0.67  C8 1.367, N14 1.393, N17 1.347
14 N 4.48 4.75 0.27  C13 1.393, C15 1.502, H30 1.014
15 C 4.59 5.95 -0.62  N14 1.502, C16 1.534, H31 1.092, H32 1.091
16 C 3.26 6.54 -1.11  C15 1.534, H33 1.089, H34 1.094, H35 1.094
17 N 2.69 5.02 1.76  C4 1.358, C13 1.347, I18 2.075
18 I 3.92 6.37 2.75  N17 2.075
19 H 1.32 7.82 2.01  C1 1.093
20 H -0.24 8.57 2.27  C1 1.092
21 H 0.84 8.24 3.68  C1 1.091
22 H -1.09 6.56 3.54  C2 1.090
23 H -0.55 6.20 1.91  C2 1.095
24 H 0.25 4.69 3.95  C3 1.092
25 H 1.56 5.84 4.09  C3 1.089
26 H -1.43 4.16 1.24  C6 1.098
27 H -1.08 3.73 2.89  C6 1.085
28 H -1.03 2.50 1.58  C6 1.089
29 H 0.59 2.46 -0.13  C7 1.084
30 H 4.97 3.95 -0.09  N14 1.014
31 H 5.14 6.75 -0.11  C15 1.092
32 H 5.14 5.64 -1.51  C15 1.091
33 H 2.72 5.82 -1.73  C16 1.089
34 H 3.50 7.37 -1.77  C16 1.094
35 H 2.63 6.95 -0.31  C16 1.094
36 C -0.02 -0.33 3.81  C37 1.334, C42 1.462, H46 1.081
37 C 0.87 0.51 3.29  C36 1.334, C38 1.497, O45 1.339
38 C 1.92 0.07 2.32  C37 1.497, O39 1.223, C40 1.448
39 O 2.69 0.91 1.88  C38 1.223
40 C 1.96 -1.33 1.95  C38 1.448, C41 1.341, H47 1.081
41 C 1.07 -2.19 2.47  C40 1.341, C42 1.502, O44 1.328
42 C 0.00 -1.74 3.43  C36 1.462, C41 1.502, O43 1.212
43 O -0.79 -2.56 3.84  C42 1.212
44 O 1.07 -3.48 2.16  C41 1.328, H48 0.978
45 O 0.91 1.82 3.60  C37 1.339, H49 0.975
46 H -0.78 -0.02 4.51  C36 1.081
47 H 2.73 -1.65 1.26  C40 1.081
48 H 0.32 -3.88 2.66  O44 0.978
49 H 1.66 2.17 3.08  O45 0.975
50 C -0.12 -3.67 -0.78  C51 1.341, C56 1.451, H60 1.082
51 C -0.07 -4.73 -1.59  C50 1.341, C52 1.502, O59 1.328
52 C -0.77 -4.74 -2.92  C51 1.502, O53 1.215, C54 1.456
53 O -0.67 -5.73 -3.62  C52 1.215
54 C -1.54 -3.56 -3.30  C52 1.456, C55 1.338, H61 1.081
55 C -1.59 -2.50 -2.48  C54 1.338, C56 1.501, O58 1.333
56 C -0.86 -2.49 -1.17  C50 1.451, C55 1.501, O57 1.222
57 O -0.93 -1.48 -0.48  C56 1.222
58 O -2.28 -1.41 -2.78  C55 1.333, H62 0.975
59 O 0.60 -5.84 -1.28  C51 1.328, H63 0.978
60 H 0.39 -3.64 0.18  C50 1.082
61 H -2.06 -3.59 -4.25  C54 1.081
62 H -2.15 -0.80 -2.03  O58 0.975
63 H 0.47 -6.45 -2.03  O59 0.978
64 C -3.63 -7.51 -3.64  C65 1.338, C70 1.455, H74 1.082
65 C -3.37 -8.56 -2.85  C64 1.338, C66 1.501, O73 1.333
66 C -4.45 -9.49 -2.39  C65 1.501, O67 1.216, C68 1.456
67 O -4.14 -10.43 -1.69  C66 1.216
68 C -5.82 -9.20 -2.80  C66 1.456, C69 1.339, H75 1.081
69 C -6.08 -8.15 -3.58  C68 1.339, C70 1.501, O72 1.331
70 C -5.00 -7.24 -4.06  C64 1.455, C69 1.501, O71 1.217
71 O -5.30 -6.31 -4.79  C70 1.217
72 O -7.32 -7.85 -3.98  C69 1.331, H76 0.976
73 O -2.14 -8.85 -2.43  C65 1.333, H77 0.977
74 H -2.86 -6.83 -3.98  C64 1.082
75 H -6.60 -9.87 -2.45  C68 1.081
76 H -7.23 -7.05 -4.53  O72 0.976
77 H -2.23 -9.65 -1.88  O73 0.977

* E_HOMO: -10.71 eV
* net charge: +1
* HOMO-LUMO gap: 6.034 eV
* maximum force: 2.563 eV Å⁻¹